C3H4ClP | wB97M-V/def2-TZVPD

Each line ends with the Mulliken charge.
Positions of all 9 atoms, in Å:
1 C 0.61 0.83 0.96  -0.198
2 C -0.03 0.50 -0.04  -0.145
3 C -0.98 0.15 -1.10  -0.883
4 P 1.88 1.16 -4.77  0.099
5 Cl 2.28 2.75 -3.71  -0.098
6 H 1.07 0.86 1.87  0.440
7 H -0.63 -0.74 -1.63  0.282
8 H -1.05 1.00 -1.83  0.254
9 H -1.84 -0.32 -0.54  0.250

Results
Relative energy (zero: lowest compared OMol25 entry of this formula, charge and spin) = 61.67 kcal/mol
LUMO level (alpha / beta) = -1.30 / -1.30 eV
HOMO (alpha / beta) = -0.305 / -0.306 Eh
DFT total energy = -918.10568 hartree